56
Properties=species:S:1:pos:R:3 method="wB97M-V/def2-TZVPD" e_tot_ha=-2491.2856 lumo_ha=-0.0920 homo_lumo_gap_ev=6.547 total_charge=+1 fmax_ha_per_bohr=0.0190 homo_ha=-0.3326 relative_energy_ev=0.516
Y -1.0149 -0.2483 0.2718
C 0.5607 0.8037 -2.7602
C 1.2665 1.6055 -1.7041
O 1.3549 0.7556 -0.5643
C 2.1382 1.3257 0.4884
C 2.2678 0.2453 1.5216
O 0.9734 -0.2137 1.9042
C 0.5956 0.1747 3.2358
C 0.1094 1.5975 3.2042
O -0.7440 1.7177 2.0449
C -1.9555 2.4531 2.2787
C -3.3008 2.3092 -0.0399
O -2.0615 1.9487 -0.6733
C -2.0260 2.3539 -2.0590
C -1.8050 1.1181 -2.8877
O -0.7197 0.3681 -2.3032
H 1.1356 -0.0917 -3.0080
H 0.4612 1.3902 -3.6747
H 0.7353 2.5239 -1.4403
H 2.2705 1.8768 -2.0477
H 1.6323 2.2158 0.8723
H 3.1226 1.6140 0.1068
H 2.8188 0.6117 2.3895
H 2.8044 -0.6085 1.1086
H 1.4370 0.0406 3.9180
H -0.2122 -0.5065 3.5060
H 0.9068 2.3414 3.1230
H -0.4541 1.8033 4.1152
H -1.8749 3.4462 1.8345
H -2.1253 2.5528 3.3490
H -3.3786 3.3973 0.0028
H -4.1368 1.8882 -0.6015
H -1.2349 3.0977 -2.1670
H -2.9668 2.8298 -2.3404
H -1.5751 1.3629 -3.9259
H -2.6702 0.4698 -2.8514
S -1.9712 -2.0080 3.0355
C -2.4140 -1.5854 1.4846
S -3.3345 1.5722 1.5710
C -3.5489 -2.0058 0.8084
C -3.6605 -1.3335 -0.4299
N -3.5988 -0.6608 -1.3773
C -4.5728 -2.9048 1.2462
N -5.3936 -3.6309 1.5976
S 0.1796 -2.7813 -0.1149
C 1.7962 -2.9328 -0.5825
N 2.4283 -4.1046 -0.5548
C 3.8129 -4.0231 -1.0078
C 3.8786 -2.5857 -1.5626
N 2.6532 -1.9902 -1.0211
H 1.9738 -4.9321 -0.2074
H 4.0183 -4.7677 -1.7733
H 4.5009 -4.1739 -0.1759
H 3.8679 -2.5707 -2.6531
H 4.7614 -2.0567 -1.2108
H 2.2885 -1.0949 -1.2988

53
Properties=species:S:1:pos:R:3 method="wB97M-V/def2-TZVPD" e_tot_ha=-1752.5341 lumo_ha="-0.1121 / -0.1038" homo_lumo_gap_ev="3.017 / 6.537" total_charge=+1 fmax_ha_per_bohr=0.0377 homo_ha="-0.2229 / -0.3440" relative_energy_ev=1.209
Ba 0.0543 -1.5777 0.9907
P -0.6027 1.3401 1.5992
C -2.4497 0.7973 1.6171
C -3.0920 0.3546 0.3260
N -2.3237 -0.4250 -0.4456
C -2.7558 -0.6099 -1.7017
C -4.0526 -0.3250 -2.1146
C -4.9359 0.2856 -1.2341
C -4.4295 0.6374 0.0165
C -1.7596 -1.0976 -2.7163
P -0.2198 -1.8196 -2.0306
H -5.0202 1.1269 0.7856
H -4.3079 -0.6186 -3.1310
H -5.9742 0.4616 -1.5107
H -2.2450 -1.8369 -3.3694
H -1.3972 -0.2386 -3.3065
H -2.5549 -0.0519 2.3377
H -3.0595 1.6443 1.9771
H -1.0423 -4.4393 2.4800
O -1.2026 -3.4974 2.2538
H -1.9669 -3.3140 2.8377
H 1.7627 -4.2296 0.7205
O 0.8028 -4.1332 0.9183
H 0.4490 -5.0419 1.0847
C -0.8557 -3.4959 -1.6865
H -1.1163 -3.9659 -2.6390
H -0.0612 -4.0839 -1.1992
H -1.7708 -3.5092 -1.0701
C 0.8496 -1.9833 -3.4996
H 1.7908 -2.4420 -3.1610
H 0.4386 -2.5899 -4.3174
H 1.0678 -0.9814 -3.9015
C -0.9176 3.0491 1.0816
H -1.5495 3.5719 1.8107
H 0.0641 3.5342 1.0140
H -1.4310 3.0891 0.1109
C -0.5291 1.5671 3.4191
H 0.4854 1.8905 3.6657
H -1.2300 2.3532 3.7286
H -0.7682 0.6633 4.0052
O 2.0335 2.5241 0.1104
B 1.6759 1.3424 0.7875
O 2.8436 0.5678 1.0180
C 3.8992 1.3154 0.5084
C 5.2506 1.1576 0.7346
C 6.0768 2.2868 0.5558
C 5.5677 3.4713 0.0155
C 4.2179 3.5548 -0.3645
C 3.4003 2.4939 -0.0371
H 5.6751 0.2217 1.0948
H 7.1403 2.2327 0.8141
H 6.2379 4.3236 -0.1392
H 3.8374 4.4494 -0.8441

58
Properties=species:S:1:pos:R:3 method="wB97M-V/def2-TZVPD" e_tot_ha=-2031.4827 lumo_ha=0.0172 homo_lumo_gap_ev=11.036 fmax_ha_per_bohr=0.0122 smiles="COB(O)[C@@](CCCCCCOC(C)=O)(CC(=O)Cl)OC(=O)OC#N.COC(=O)OC" homo_ha=-0.3883 relative_energy_ev=0.000
C -0.2371 -0.9168 2.8319
O -1.4952 -1.4935 2.4674
B -2.4077 -0.7314 1.7913
O -2.5615 -0.8608 0.4411
C -3.4229 0.3243 2.4564
C -3.3264 1.6546 1.6985
C -1.9279 2.2873 1.7241
C -1.0794 2.0815 0.4614
C -1.7755 2.3282 -0.8746
C -0.7842 2.1470 -2.0328
C -0.6778 0.6530 -2.3789
O 0.6785 0.2075 -2.5667
C 1.3238 -0.0656 -1.3952
C 2.5395 0.7805 -1.1313
O 0.9374 -0.9168 -0.6472
C -4.8892 -0.1773 2.3612
C -5.0195 -1.6769 2.2487
O -4.7347 -2.4574 3.0868
Cl -5.6467 -2.2396 0.6765
O -3.0996 0.6790 3.8470
C -3.3168 -0.1998 4.8209
O -4.3270 -0.4330 5.3897
O -2.0810 -0.7491 5.2182
C -2.0948 -1.9941 5.5857
N -2.0661 -3.1036 5.8685
H -0.3658 -0.0844 3.5287
H 0.3069 -0.5901 1.9414
H 0.3422 -1.6938 3.3283
H -2.2000 -1.6970 0.1185
H -4.0368 2.3385 2.1765
H -3.6909 1.4785 0.6873
H -2.0013 3.3552 1.9419
H -1.3717 1.8608 2.5656
H -0.2195 2.7580 0.5247
H -0.6734 1.0625 0.4576
H -2.5540 1.5692 -1.0125
H -2.2792 3.2985 -0.9058
H -1.1573 2.6797 -2.9097
H 0.2003 2.5395 -1.7683
H -1.1960 0.4301 -3.3108
H -1.1294 0.0399 -1.5945
H 2.7241 1.4840 -1.9404
H 3.4121 0.1302 -1.0471
H 2.3940 1.3146 -0.1914
H -5.3968 0.2984 1.5248
H -5.4180 0.1137 3.2730
C 4.2468 -2.4091 -4.6219
O 4.9942 -1.3118 -4.0841
C 6.3156 -1.4801 -4.1115
O 6.8959 -2.4429 -4.5397
O 6.8852 -0.3969 -3.5815
C 8.3156 -0.4435 -3.5480
H 3.2027 -2.1252 -4.5303
H 4.5011 -2.5681 -5.6679
H 4.4387 -3.3171 -4.0540
H 8.7193 -0.5281 -4.5550
H 8.6572 -1.2829 -2.9456
H 8.6299 0.4927 -3.0970

61
Properties=species:S:1:pos:R:3 method="wB97M-V/def2-TZVPD" e_tot_ha=-1880.1301 lumo_ha=-0.0233 homo_lumo_gap_ev=7.455 fmax_ha_per_bohr=0.0114 homo_ha=-0.2973 relative_energy_ev=1.269
Pd -0.0239 -0.0026 -0.0037
F 0.1526 -2.1613 -1.4034
B 0.2427 -2.9990 -0.2496
F -0.7638 -3.9442 -0.2723
F 1.5041 -3.5202 -0.1356
F -0.0007 -2.0945 0.8809
C 3.9243 1.8451 -1.7748
N 3.1761 0.6861 -1.3299
C 2.3728 0.0217 -2.3413
C 3.1032 0.3223 -0.0226
N 2.0074 -0.2013 0.4495
N 4.2038 0.5514 0.7446
C 5.5406 0.3265 0.2170
C 4.1014 0.4766 2.1934
H 3.2553 2.5190 -2.3182
H 4.7407 1.5665 -2.4470
H 4.3333 2.3794 -0.9204
H 3.0189 -0.2816 -3.1687
H 1.6053 0.6902 -2.7410
H 1.8938 -0.8617 -1.9246
H 2.1349 -0.7150 1.3123
H 5.4994 0.1295 -0.8509
H 5.9886 -0.5420 0.7069
H 6.1794 1.1931 0.3967
H 3.1650 0.9099 2.5337
H 4.9121 1.0601 2.6266
H 4.1814 -0.5547 2.5555
C -3.9345 1.0585 -1.0172
O -2.4877 0.9820 -0.8480
C -1.9084 0.0284 -0.2082
C -2.6891 -1.0506 0.4317
H -4.0919 1.9236 -1.6522
H -4.4006 1.2102 -0.0473
H -4.2960 0.1536 -1.4957
H -3.7645 -0.9106 0.3999
H -2.3449 -1.1183 1.4649
H -2.4193 -1.9986 -0.0364
O -3.2955 3.7232 -1.6367
C -2.7037 4.9219 -2.0952
N -1.9988 4.7904 -3.3479
C -0.7323 4.3110 -3.4977
O -0.1774 4.2242 -4.5713
C -0.0774 3.8249 -2.2322
C 0.7436 4.6292 -1.4518
C 1.3124 4.0898 -0.3127
C 1.0479 2.7666 -0.0012
N 0.2622 1.9905 -0.7513
C -0.2869 2.5125 -1.8497
H -2.6275 3.2172 -1.1593
H -2.0273 5.3215 -1.3397
H -3.5124 5.6323 -2.2462
H -2.4885 4.9763 -4.2099
H 0.9263 5.6593 -1.7328
H 1.9385 4.6582 0.3611
H 1.4793 2.3216 0.8782
H -0.9148 1.8570 -2.4391
N -0.9749 1.0290 2.2115
C -0.2126 1.4503 2.9921
N 0.5717 1.8163 3.9658
C 1.4952 2.7174 3.7079
N 2.3373 3.5013 3.5375